# 1
{
  "formula": "C2HFI2",
  "method": "the ωB97M-V functional and the def2-TZVPD basis",
  "symbols": ["C", "C", "F", "H", "I", "I"],
  "coordinates": [[0.7162, -0.2471, 0.0088], [1.5600, 0.4864, 0.4828], [2.4858, 1.1913, 1.0835], [0.0686, -0.5878, -0.6386], [-3.2863, -1.9137, 0.9836], [-1.9436, -0.9440, 3.0946]],
  "mulliken_charge": [-0.390, 0.186, -0.214, 0.419, -0.012, 0.010],
  "spin_multiplicity": 1,
  "relative_energy_kj_mol": 135.0,
  "total_energy_ev": -21005.992,
  "total_charge": 0,
  "e_lumo_ev": -1.84,
  "molar_mass_g_mol": 297.84,
  "smiles": "C#CF.II",
  "orbital_gap_ev": 7.6
}

# 2
{
  "formula": "C3H9N3O",
  "method": "the ωB97M-V functional and the def2-TZVPD basis",
  "symbols": ["C", "N", "C", "N", "C", "N", "O", "H", "H", "H", "H", "H", "H", "H", "H", "H"],
  "coordinates": [[0.5567, -1.1972, -1.2346], [-0.5739, -0.2704, -1.2611], [-0.4136, 0.6675, -0.2112], [0.2849, 1.8626, -0.4536], [-0.7342, 0.2393, 1.0346], [0.1068, 0.4798, 2.1106], [-1.6345, -0.7910, 1.2103], [1.4187, -0.8308, -1.8045], [0.2454, -2.1476, -1.6702], [0.9636, -1.3271, -0.1523], [-0.6941, 0.1845, -2.1604], [0.5144, 2.3322, 0.4126], [1.1247, 1.7594, -1.0105], [-0.3104, 0.1083, 2.9582], [1.0809, -0.0149, 1.9018], [-1.9353, -1.0547, 0.3302]],
  "mulliken_charge": [-0.648, -0.410, 0.355, -0.567, -0.053, -0.559, -0.550, 0.292, 0.285, 0.189, 0.297, 0.285, 0.198, 0.287, 0.256, 0.343],
  "spin_multiplicity": 1,
  "relative_energy_kj_mol": 219.7,
  "total_energy_ev": -9773.263,
  "total_charge": 0,
  "e_lumo_ev": 0.79,
  "molar_mass_g_mol": 103.12,
  "smiles": "CN/C(N)=C(/N)O",
  "orbital_gap_ev": 7.7
}